118
Properties=species:S:1:pos:R:3:lowdin_charge:R:1 method="wB97M-V/def2-TZVPD" lumo_energy_ev="-0.06 / -0.42" s_squared=9.027 gap_ev="6.59 / 7.17" multiplicity=6 e_homo_ev="-6.654 / -7.595"
Ge -1.1407 2.0877 0.6954 0.8766
Ge -1.7999 -1.6544 1.1939 1.0163
Mn 0.4166 0.8990 -0.7997 0.6920
N 1.9818 0.6289 0.5306 -0.0232
N -1.3187 2.7147 -2.7451 0.0727
N 2.0640 0.7681 -2.1461 0.0293
C -1.2040 -1.2604 -0.7172 -0.2384
C -1.6992 -0.3041 6.4204 -0.0799
C -2.2924 -1.9327 4.2946 -0.0922
C 2.1179 1.7763 -6.2245 -0.0787
C -3.6125 -0.5871 -3.4253 -0.0270
C -2.1225 -0.6248 -1.4825 -0.1140
C 2.0467 0.9459 1.9212 -0.2410
C 2.4822 2.2311 2.2855 -0.2148
C -4.5212 -2.6636 1.9981 -0.1666
C -1.7691 -0.6781 4.0192 -0.2179
C -0.7819 -3.2719 -2.1433 -0.0370
C -1.4946 0.1384 5.1280 -0.0427
C 2.1781 1.6498 4.6074 -0.0765
C 4.4208 0.1365 0.6703 -0.0079
C -1.5521 -0.2521 2.5851 -0.2871
C 1.4511 -1.4405 2.5706 -0.0196
C 2.3218 -1.3821 -4.1574 -0.0241
C -1.4895 -0.4916 -5.2003 -0.0484
C -0.6988 4.3074 2.6084 -0.1648
C 0.0395 -4.2745 -2.6271 -0.0646
C -1.2494 -0.5522 -3.8411 -0.0437
C 4.5305 0.3715 -2.1996 -0.0101
C 2.2107 3.5018 -2.8589 -0.0367
C -0.8736 -3.3943 1.4162 -0.3091
C -2.5097 -2.3857 5.5884 -0.0691
C -3.7208 -1.9890 0.8926 -0.3178
C 2.5366 2.5648 3.6308 -0.0565
C 2.0986 1.0758 -3.5405 -0.2269
C -2.7942 -0.5023 -5.6774 -0.0766
C 1.3890 -4.2959 -2.2957 -0.0840
C 2.9582 3.2186 1.2570 -0.0331
C 2.1037 2.7589 -5.2497 -0.0404
C -3.8032 3.1095 1.2473 -0.1690
C -2.2055 -1.5755 6.6641 -0.0887
C 2.1151 2.4285 -3.9021 -0.2099
C 3.1612 0.4310 -0.0907 -0.3053
C -0.2747 -2.2629 -1.3242 -0.2786
C 1.9063 -3.2949 -1.4905 -0.0865
C -3.8568 -0.5502 -4.7895 -0.0764
C -1.1896 1.0138 2.3321 -0.2139
C -3.0553 2.2549 0.2268 -0.3507
C 2.1720 0.4452 -5.8531 -0.0636
C -0.7954 -4.2382 2.6828 -0.1563
C 1.8030 0.3707 4.2400 -0.0522
C 2.1675 0.0707 -4.5128 -0.2273
C -2.3069 -0.6084 -2.9427 -0.2315
C -0.5655 3.9254 1.1363 -0.3411
C -0.7008 2.0626 -2.0198 -0.3922
C 1.7514 -0.0069 2.9013 -0.2124
C 1.0811 -2.2849 -1.0183 -0.0906
C 3.2074 0.5190 -1.5038 -0.2973
H -0.4006 5.3439 2.7774 0.0714
H -3.5073 1.2628 0.2144 0.0298
H 4.0111 3.0539 1.0196 0.0837
H -4.5707 -2.0526 2.8973 0.0626
H -2.9816 -0.4488 -6.7418 0.1021
H 2.8692 -1.9010 -4.9444 0.0887
H 2.2131 1.9275 5.6520 0.1027
H -1.0251 1.6404 3.1967 0.0349
H -3.7212 2.6980 2.2549 0.0644
H 2.9563 -3.2935 -1.2288 0.1100
H -1.2046 4.5651 0.5226 0.0647
H -0.3265 -3.7122 3.5134 0.0577
H 2.1513 4.4863 -3.3176 0.0813
H 2.8585 3.5590 3.9125 0.1125
H -4.4386 -0.5868 -2.7256 0.1155
H -4.8666 3.1693 1.0083 0.0685
H 4.9174 -0.6452 -2.0942 0.0890
H 0.4479 4.0988 0.7858 0.0290
H 1.5560 -0.3630 4.9966 0.1169
H -3.4261 4.1310 1.2779 0.0561
H 1.5076 -1.5208 -0.3743 0.0668
H 1.4021 3.4267 -2.1287 0.0405
H 0.1424 -3.2291 1.0560 0.0365
H 5.2782 1.0399 -1.7691 0.0870
H -4.1810 -1.0326 0.6370 0.0555
H -1.7738 -4.5821 3.0213 0.0605
H -0.2395 -0.4947 -3.4671 0.0833
H -2.8897 -0.0516 -0.9752 0.0683
H 2.2383 -0.3256 -6.6100 0.1100
H -2.3688 -1.9156 7.6767 0.1002
H -4.0898 -3.6256 2.2773 0.0636
H 2.1881 -2.0975 3.0377 0.1027
H 2.8641 4.2373 1.6297 0.0849
H -1.1119 1.1380 5.0021 0.0977
H 4.2297 0.0246 1.7354 0.0860
H 2.0989 3.8024 -5.5346 0.1090
H 0.4724 -1.7316 2.9578 0.0461
H -3.7568 -2.5953 -0.0164 0.0680
H -2.5678 -2.5827 3.4786 0.0414
H -0.3768 -5.0480 -3.2567 0.1054
H 2.1175 2.0506 -7.2703 0.1006
H -5.5455 -2.8527 1.6758 0.0703
H 2.4093 3.1369 0.3203 0.0541
H -1.3512 -3.9906 0.6295 0.0755
H -0.0750 3.6830 3.2440 0.0433
H 5.1639 0.9276 0.5449 0.0858
H 2.0280 -5.0858 -2.6629 0.1029
H -4.8740 -0.5349 -5.1568 0.1020
H -1.7267 4.2072 2.9567 0.0570
H 3.1538 3.4384 -2.3112 0.0812
H -1.8349 -3.2719 -2.3937 0.1249
H 4.8800 -0.7843 0.3055 0.0873
H -3.1428 2.6667 -0.7777 0.0506
H 1.4672 -1.6253 1.5011 0.0457
H 4.4459 0.5915 -3.2604 0.0848
H -2.9192 -3.3738 5.7455 0.1071
H -0.6593 -0.4063 -5.8861 0.0989
H -1.4661 0.3527 7.2473 0.1028
H 2.8662 -1.5129 -3.2258 0.0527
H -0.1988 -5.1316 2.4855 0.0738
H 1.3696 -1.9005 -4.0306 0.0708


137
Properties=species:S:1:pos:R:3:lowdin_charge:R:1 method="wB97M-V/def2-TZVPD" lumo_energy_ev="0.18 / 0.07" s_squared=3.835 gap_ev="4.78 / 6.22" multiplicity=4 e_homo_ev="-4.600 / -6.152"
Te -2.2630 -0.6113 0.7246 1.2158
Br 7.5151 1.9008 -0.8513 0.6832
As 0.1363 0.3887 -7.6777 1.1317
As -0.9501 0.2525 -2.5057 1.1133
As 0.2725 3.4501 -2.3236 1.1791
Cr 0.0923 1.6513 -0.7375 -0.0331
S 0.0286 -0.0601 1.1186 0.4080
Si 0.9741 -2.0071 1.4790 -0.0341
O 1.2088 -2.0723 3.0735 -0.1384
O 2.2418 -1.9816 0.4996 -0.1160
O 1.6438 0.8606 -1.6123 -0.2945
O -0.1731 -3.0994 1.1239 -0.1857
N 1.1708 2.6367 0.5536 -0.1089
N -1.3999 2.6660 0.1263 -0.0875
C 2.4949 2.5813 0.6140 -0.0976
C -0.0148 0.5615 -4.2187 -0.3189
C 0.0471 4.8072 3.3674 -0.1019
C -0.1217 1.9277 -4.9134 -0.6512
C -5.5459 -0.9706 3.4994 -0.0192
C -6.0508 -0.5966 5.9363 -0.0512
C -1.5536 0.4895 4.0357 -0.0672
C 0.7208 2.9937 -4.1906 -0.3015
C 5.6370 1.6406 -1.1034 -0.7062
C 1.1962 -1.0787 -6.8830 -0.3466
C 4.6094 -1.9822 0.1516 -0.0012
C 3.3549 1.9538 -0.3348 -0.1583
C 3.4079 -1.1458 3.5400 -0.0103
C 5.2082 0.9643 -2.2383 -0.1502
C 0.3013 -5.2945 2.0552 -0.0235
C 0.9193 4.0995 2.5555 -0.0352
C -1.4545 -3.8159 3.0785 -0.0110
C -3.3759 -0.5059 2.5593 -0.4113
C -1.5797 2.3968 -4.9674 -0.0657
C 1.5450 -1.0423 5.2004 -0.0256
C 0.4368 3.3764 1.4476 -0.2421
C 4.7472 2.1312 -0.1807 -0.0949
C -2.7080 2.7107 -0.1821 -0.2109
C -1.6609 -0.3359 -7.2970 -0.3535
C 0.4479 1.8372 -6.3433 -0.3780
C 3.3261 -2.7925 0.0139 -0.6044
C 1.8181 4.6007 -2.0197 -0.2444
C 3.8509 0.7518 -2.3986 -0.0383
C -5.1232 -0.5550 4.7520 -0.2695
C -1.8461 4.1527 2.0096 -0.1660
C 3.4212 -4.0975 0.7934 -0.0104
C -4.6942 -0.9489 2.4014 -0.3371
C -3.6303 3.4234 0.5608 -0.0688
C -0.9656 3.3933 1.1918 -0.1705
C 2.9045 1.1777 -1.4535 -0.3628
C -2.9377 -0.0426 3.8067 -0.2835
C 3.0604 -3.0892 -1.4588 -0.0145
C 2.1903 -1.8699 4.0950 -0.6213
C -1.1025 4.8385 -2.4847 -0.2592
C -3.2147 4.1424 1.6666 -0.0133
C 2.5715 -3.2505 4.6280 -0.0189
C -1.8024 -4.7845 0.8110 -0.0262
C -0.4443 -1.6301 -2.3425 -0.2686
C -3.8221 -0.0874 4.8785 -0.0133
C -5.2158 -1.3835 1.0576 -0.1189
C -1.3140 4.8522 3.1092 -0.0652
C -2.7747 -0.1272 -3.1816 -0.2684
C -0.7611 -4.2363 1.7834 -0.6215
H 1.7097 5.0939 -1.0536 0.0354
H -6.2569 -1.6918 1.1279 0.0800
H 2.7090 3.9742 -1.9881 0.0250
H -0.2215 -2.0692 -3.3163 0.0358
H 2.9484 -2.1559 -2.0117 0.0802
H 5.1125 2.6853 0.6755 0.1059
H -4.6724 3.4008 0.2713 0.1033
H 3.1133 -0.2008 3.0785 0.0987
H -2.7208 -0.5778 -4.1719 0.0176
H -1.0557 5.4322 -1.5706 0.0324
H -2.2670 -3.1229 2.8577 0.0701
H -5.1440 -0.5592 0.3399 0.0620
H -1.9723 2.4908 -3.9522 0.0434
H 3.3218 -3.1721 5.4149 0.0924
H -7.0327 -0.9680 5.6469 0.0717
H 1.7594 2.6517 -4.1309 0.0815
H -2.1969 1.6876 -5.5210 0.0691
H 2.9700 -3.8611 3.8173 0.0646
H -6.5656 -1.3148 3.3643 0.1136
H 1.9234 5.3480 -2.8064 0.0361
H 1.0765 -4.8985 2.7121 0.0706
H 0.1696 2.7522 -6.8756 0.0593
H 3.0006 3.1106 1.4158 0.1074
H -2.0955 4.3963 -2.5466 0.0119
H 3.4919 0.2232 -3.2751 0.1080
H 0.6276 -1.5198 5.5473 0.0885
H 1.4988 -1.7574 -7.6800 0.0070
H -6.1726 0.3962 6.3721 0.0807
H 0.4435 -1.6757 -1.7169 0.0002
H 4.8819 -1.8351 1.1959 0.0697
H 0.4444 5.3344 4.2258 0.0998
H -1.9788 5.4244 3.7437 0.1010
H -1.2345 -2.2034 -1.8586 0.0118
H -5.6510 -1.2518 6.7122 0.0808
H -0.8134 -0.3079 3.9514 0.0435
H 3.8889 -1.7596 2.7807 0.0514
H 4.2146 -4.7186 0.3778 0.0986
H -1.2984 1.2527 3.3011 0.0541
H 1.9743 4.1063 2.7893 0.0889
H -1.8094 -1.1814 -7.9691 0.0147
H -3.4851 0.2725 5.8452 0.1195
H -3.9219 4.6987 2.2679 0.1116
H -1.7946 -0.6835 -6.2737 -0.0103
H 0.6489 -1.6514 -6.1349 0.0068
H -2.2802 -5.6692 1.2329 0.0905
H -1.8647 -4.6958 3.5759 0.0939
H -3.2510 -0.8311 -2.4987 0.0088
H 2.4786 -4.6399 0.7232 0.0617
H -4.6370 -2.2206 0.6535 0.0475
H 0.7503 -5.6211 1.1162 0.0802
H -3.3900 0.7701 -3.2358 0.0162
H 0.7136 3.9226 -4.7693 0.0875
H -1.6491 3.3730 -5.4523 0.0928
H 3.6457 -3.9118 1.8447 0.0703
H -2.4217 0.4095 -7.5268 0.0130
H -1.3329 -5.0528 -0.1368 0.0895
H -0.3682 -0.2137 -4.8978 0.0229
H -0.7509 -3.3273 3.7495 0.0748
H 4.1282 -0.9438 4.3323 0.0986
H 4.4720 -1.0081 -0.3077 0.0728
H 3.9004 -3.6452 -1.8764 0.0911
H 2.1011 -0.6747 -6.4290 0.0148
H -3.0002 2.1717 -1.0744 0.0817
H 5.9198 0.5846 -2.9578 0.0964
H 1.6887 -3.7466 5.0340 0.0892
H 1.0340 0.3519 -3.9956 0.0731
H -0.1540 -6.1611 2.5357 0.0936
H 1.5423 1.8574 -6.2915 0.0652
H -1.4776 0.9294 5.0301 0.0859
H 5.4307 -2.4982 -0.3474 0.0985
H -0.9332 5.4856 -3.3443 0.0320
H -2.5556 -4.0190 0.6253 0.0614
H 2.1518 -3.6832 -1.5711 0.0899
H 2.2370 -0.9613 6.0391 0.0916
H 1.3035 -0.0409 4.8419 0.0860


18
Properties=species:S:1:pos:R:3:lowdin_charge:R:1 method="wB97M-V/def2-TZVPD" total_charge=+2 lumo_energy_ev="-8.20 / -13.15" s_squared=0.753 gap_ev="10.47 / 5.52" multiplicity=2 e_homo_ev="-18.665 / -18.663"
S -0.4562 -0.8475 -2.3513 1.2298
O -1.1802 -0.0777 2.9082 -0.0571
O 2.5686 1.2927 -1.0887 -0.0366
N 0.8864 -0.4845 0.5133 0.2128
C -0.3053 0.2775 0.0740 -0.3006
C -1.2360 -0.3954 -0.8145 -0.4694
H -1.8219 -1.2776 -0.5010 0.1346
H -0.8692 0.7555 0.8140 0.0945
H 1.6007 -0.2530 -0.2408 0.1380
H -2.1585 0.2541 -1.1163 0.1858
H 0.6097 -1.4689 0.5875 0.1777
H 2.6143 1.3883 -2.1190 0.1413
H 3.3878 1.5937 -0.8631 0.0096
H 1.2000 -0.0913 1.4746 0.2301
H -1.5838 -1.2949 -2.8709 -0.0197
H -1.9243 -0.0532 2.3303 0.0165
H -1.1783 -0.6330 3.7459 0.1160
H -0.1536 1.3152 -0.4821 0.1966


57
Properties=species:S:1:pos:R:3:lowdin_charge:R:1 method="wB97M-V/def2-TZVPD" total_charge=+1 lumo_energy_ev=-2.46 gap_ev=9.88 multiplicity=1 e_homo_ev=-12.339
O 1.7486 2.9322 2.8429 -0.0204
O -1.6814 0.0211 -0.0522 -0.0827
O 1.7746 0.3903 -3.0977 -0.0800
O -0.5086 -1.0837 -3.2885 -0.1384
O 3.0216 -3.2596 0.5820 -0.0579
O 2.3736 -0.2668 0.4792 -0.0285
O 0.5812 3.2958 0.1207 -0.0550
O 0.5601 -3.7460 -0.4586 -0.0512
O -2.1461 -2.2294 1.4789 -0.0765
O -0.4835 1.0810 -1.7455 -0.1648
O -2.4549 0.8048 -2.5103 -0.0865
O 2.3604 -2.2334 -3.4018 -0.0724
O -1.6040 3.4694 -1.4825 -0.0563
O -1.4999 -3.1306 -2.1823 -0.0330
N 0.2224 1.1726 1.5642 0.1370
C -1.2307 0.2672 3.3998 -0.1679
C -0.0001 -0.0112 4.3978 -0.0401
C -0.8581 1.4413 2.5760 -0.3376
C -1.3643 2.6577 2.5913 0.1028
H 0.7575 0.4075 1.9155 0.0951
H 0.8226 0.5486 4.0048 0.0400
H -1.4686 -0.7436 2.9638 0.0943
H 2.5327 0.3580 -0.2216 0.0346
H -1.2946 4.1293 -2.1235 0.0809
H -2.1268 0.4300 3.9296 0.0986
H -1.0307 3.2839 1.7340 0.0742
H 1.2362 3.4192 -0.5695 0.0772
H 0.9185 -0.0741 -2.9391 -0.0107
H -3.0087 -2.5548 1.5348 0.0115
H -1.4310 -0.7860 -0.5795 0.0917
H 3.4761 -3.9753 0.1043 0.0857
H -0.2623 0.3568 5.4451 0.1058
H -0.6334 0.2393 -2.2273 0.0103
H 2.2306 -0.1203 -3.7660 0.0055
H -2.1235 -1.2172 1.3069 0.0449
H -0.1759 -3.8003 0.1753 0.0619
H -0.3043 3.4463 -0.2212 0.0002
H 2.6610 -1.1700 0.3190 0.0131
H 0.9092 1.9514 1.3957 0.0888
H -1.1211 -1.8812 -2.8385 0.0710
H 3.1001 -1.7677 -3.8785 0.0700
H 2.5355 -3.7149 1.3204 0.0969
H 1.3274 -3.2533 -0.1309 0.0079
H 0.0754 -1.0772 4.4021 0.0571
H -1.8540 0.8714 -3.2565 0.0585
H -2.9882 1.6660 -2.5618 0.1217
H -0.6776 -3.3871 -1.6373 0.0574
H -0.3363 0.9925 0.5841 0.1597
H -0.3039 -1.4298 -4.1578 0.0624
H -2.2195 3.0295 3.1872 0.0989
H -2.0945 0.5569 -0.7505 0.0475
H -1.5372 -3.8340 -2.8474 0.0925
H 0.3421 0.9355 -1.2714 0.0501
H -1.1199 2.6364 -1.6018 -0.0127
H 2.5754 2.4709 3.0221 0.0720
H 1.9433 3.8309 2.6553 0.0479
H 1.8575 -2.3461 -4.2332 0.0471


For the records above, the corresponding ΔE to the lowest compared entry with this formula, charge and spin values read 23.6; 51.1; 182.4; 518.5 kJ/mol.
For the records above, the corresponding energy values read -202698.801; -369155.514; -18668.276; -34911.994 eV.